Here is a molecular structure, C9H56NO22V from the OMol25 dataset. Energies are from ωB97M-V/def2-TZVPD.

HOMO = -0.236 Ha
charge = 0
orbital gap = 3.2 eV
LUMO level = -0.1177 Ha
ΔE to the lowest compared entry with this formula, charge and spin = 119.0 kcal/mol

Each line ends with the Löwdin charge.
Positions of all 89 atoms, in Å:
H -3.72 1.29 1.27  0.0797
O 2.47 -6.62 -1.23  -0.0485
H 0.57 2.46 -2.07  0.1129
H -0.41 1.11 -2.65  0.1061
O 0.59 -5.15 -5.66  -0.0536
H 0.20 -2.57 0.58  0.0672
C -0.02 1.60 -1.75  -0.1759
H -3.63 1.56 -1.71  0.0836
H 1.48 -0.02 -1.71  0.1170
H -2.62 0.17 -2.11  0.0651
H 0.97 4.58 4.08  0.0077
N -1.32 -0.11 0.29  -0.0491
H -2.25 2.05 1.69  0.0695
H 6.15 -3.91 -0.96  0.0157
O -3.39 0.27 5.81  -0.0550
H -7.11 1.72 -1.47  0.0184
H -3.87 0.08 -0.94  0.0874
C 0.75 0.47 -1.07  -0.1324
H 6.95 0.52 1.12  0.0285
H 3.67 4.28 1.83  0.0261
H -2.17 2.66 -6.60  0.0146
H 5.23 -4.93 2.24  0.0135
O 6.29 0.60 0.43  -0.0504
H 2.33 -5.93 -0.57  0.0211
H 0.25 -1.92 -2.27  0.0895
O 3.87 -3.62 4.34  -0.0487
V -4.45 -4.33 2.13  0.9777
H -0.59 -2.65 5.51  0.0309
H -2.23 1.25 -7.15  0.0291
O 0.09 -2.10 5.14  -0.0468
H -0.53 2.66 -0.09  0.1129
H 1.86 -7.31 -0.98  0.0277
H 0.37 1.07 4.67  0.0292
H 1.52 -4.91 -5.58  0.0223
H -1.89 4.80 6.90  0.0329
C -0.60 -1.62 -1.65  -0.0429
H 4.64 -3.25 -4.21  0.0183
H 5.71 1.29 0.74  0.0136
H 2.96 4.78 -7.13  0.0276
H 0.66 5.87 3.35  0.0301
H -0.03 1.50 3.28  0.0169
H -8.20 1.09 -2.32  0.0299
O 6.02 -5.01 1.69  -0.0461
H 0.24 -5.01 -4.78  0.0232
O -5.77 -3.43 2.04  -0.4216
O 1.18 5.52 4.07  -0.0487
O -4.26 -5.07 0.71  -0.4243
H -3.81 1.03 6.20  0.0319
H 4.66 -2.51 -5.53  0.0300
C -2.91 1.88 0.84  -0.0420
O -2.10 7.49 -0.36  -0.0492
H -1.27 -2.40 -1.28  0.0867
C -3.07 0.73 -1.29  -0.0516
H -1.70 2.90 -1.46  0.1176
H 1.76 -1.90 0.10  0.0839
H -1.39 4.07 5.68  0.0131
C -0.16 -0.68 -0.50  -0.4439
O -1.55 -6.17 3.37  -0.0587
O -8.06 1.66 -1.56  -0.0496
O 4.25 -3.25 -5.08  -0.0522
H -2.19 6.56 -0.56  0.0213
H -0.69 -6.40 3.01  0.0393
O -2.18 4.23 6.19  -0.0509
H 1.36 0.69 -0.20  0.1085
H 6.73 -5.14 2.32  0.0326
H 2.40 3.55 -6.44  0.0268
C 0.74 -1.64 0.38  -0.0449
O 6.28 -3.18 -1.57  -0.0501
H 4.47 3.50 2.84  0.0316
O 4.34 3.60 1.90  -0.0484
H -3.32 2.82 0.48  0.0880
O -1.66 2.01 -7.09  -0.0540
H 3.03 -3.22 4.53  0.0218
H -1.43 -6.18 4.32  0.0319
H 0.88 -1.18 1.36  0.0652
H 6.07 -2.40 -1.06  0.0234
H -0.32 -1.69 4.38  0.0220
C -1.13 2.18 -0.87  -0.1346
H -5.14 3.85 -4.88  0.0277
C -2.08 1.12 -0.21  -0.4678
O -2.04 -1.07 1.08  -0.1305
H 4.52 -2.96 4.58  0.0350
O -4.42 4.31 -5.31  -0.0506
H -1.17 7.59 -0.13  0.0272
O 0.49 1.77 4.03  -0.0421
H -1.15 -1.10 -2.44  0.0538
H -3.41 0.43 4.87  0.0216
H -4.74 5.20 -5.44  0.0329
O 3.17 4.13 -6.45  -0.0546


Here is 7 unconnected molecules or ions with the total composition C30H52BN4O13 from the OMol25 dataset. Energies are from ωB97M-V/def2-TZVPD.

HOMO = -0.412 Ha
charge = +1
orbital gap = 9.1 eV
LUMO level = -0.0767 Ha

Each line ends with the Löwdin charge.
Positions of all 100 atoms, in Å:
C 1.79 1.83 -9.13  -0.4758
N -1.43 1.09 -0.59  0.1386
H 1.98 1.48 -1.78  0.0757
H 1.99 2.48 -11.13  0.1355
H 2.51 -0.40 -10.77  0.1287
H 2.92 0.04 -2.14  0.0676
H 1.88 -2.09 0.27  0.0767
O 2.10 2.59 -8.26  0.1208
H -1.27 -4.20 9.00  0.1193
H 1.75 1.28 -6.23  0.0992
H -0.97 -3.26 6.80  0.1250
H 7.87 -3.08 -1.74  0.1211
O 4.33 -1.97 -2.96  0.0948
H -0.50 2.60 0.47  0.1362
C -2.53 3.97 5.25  -0.0829
H 7.83 -4.08 -3.93  0.1277
H -3.68 -2.39 9.47  0.1263
C 0.90 -0.70 -6.12  -0.1157
H 1.14 -1.15 -9.92  0.1231
O 1.97 0.49 -8.99  -0.0081
H 1.12 -1.65 -5.63  0.1308
H -1.24 -2.51 9.49  0.1163
H 5.05 -4.11 -1.17  0.1336
H -1.80 1.83 1.34  0.1175
H -1.46 -0.75 2.03  0.1095
H 0.02 1.04 2.47  0.1200
H 0.13 -1.44 1.81  0.1292
H -0.36 0.63 -10.55  0.1198
C -3.24 -3.35 9.21  -0.1458
C -2.89 0.62 4.18  -0.4930
O -4.21 3.85 3.50  0.1126
H -1.89 -1.80 7.22  0.1243
N 1.89 -0.03 -0.31  -0.1185
H -0.09 -1.55 -0.42  0.1348
C -4.60 -0.24 5.42  -0.1247
C -2.81 6.30 5.46  -0.1416
C 0.66 0.76 -10.92  -0.1446
O 2.40 1.71 1.32  0.1961
O -1.69 0.81 -4.44  0.0746
H 3.23 -1.58 -0.74  0.0640
H 2.26 1.99 2.22  0.1163
H -1.97 6.73 4.92  0.1265
C 6.93 -4.19 -3.33  -0.1407
N -0.88 -1.13 0.05  0.0961
C 2.63 0.72 -1.34  -0.0694
H 0.97 0.31 -3.45  0.1035
O -0.49 -0.39 -5.88  0.0524
O -1.79 1.04 3.92  0.0920
H 3.52 1.23 -0.95  0.0960
H 5.76 -2.55 -0.70  0.1219
C -2.40 5.08 6.29  -0.1413
C -5.24 0.27 4.13  -0.1296
H -1.12 1.60 -1.41  0.1619
H 0.78 1.93 -4.13  0.1316
H -5.66 1.27 4.28  0.1187
C 5.74 -3.32 -1.48  -0.0801
B 1.50 0.80 0.84  -0.5517
C 2.58 -1.27 0.08  -0.0525
C -3.10 -3.52 6.92  -0.4981
O -3.76 5.80 4.49  0.0333
O -3.27 0.32 5.43  0.0237
H 0.65 0.60 -12.00  0.1181
H 0.44 2.89 -10.40  0.1285
C 1.19 2.12 -10.49  -0.0695
C 0.03 0.71 1.43  -0.1690
C -1.81 -2.87 7.39  -0.0749
C -1.44 -0.24 -0.80  -0.3545
H 1.05 -0.80 -7.19  0.1062
H -3.82 -0.57 2.69  0.1271
C 7.12 -3.86 -1.85  -0.1452
H -2.83 3.01 5.66  0.1117
C -1.76 -3.23 8.87  -0.1473
C 1.60 -0.20 -10.20  -0.1458
H -3.47 -4.07 9.99  0.1265
H 2.69 0.19 -5.21  0.1249
H -5.12 0.09 6.32  0.1295
C -4.02 0.37 3.21  -0.0756
H -1.61 3.83 4.67  0.1313
H -4.51 -1.32 5.43  0.1142
H -4.08 1.18 2.49  0.1182
O 5.97 -3.22 -3.80  0.0337
H -6.03 -0.38 3.76  0.1217
C -0.61 0.47 -4.86  -0.4838
H 3.20 -1.16 0.98  0.0970
H -3.30 7.08 6.04  0.1261
O -3.46 -3.73 5.80  0.1054
H 7.44 -4.72 -1.27  0.1182
C -0.94 1.63 0.70  -0.0921
H -1.42 5.17 6.73  0.1165
C 1.68 0.46 -5.51  -0.1200
C 5.24 -2.73 -2.78  -0.4848
O -3.87 -3.81 7.99  0.0291
H -1.82 -0.23 -2.80  0.0770
N -1.95 -0.73 -1.93  0.2350
H 6.50 -5.18 -3.49  0.1285
C -3.59 4.48 4.31  -0.4834
C 0.76 0.87 -4.36  -0.0781
C -0.57 -0.70 1.42  -0.1146
H -2.37 -1.64 -1.91  0.1347
H -3.13 4.92 7.09  0.1198


Here is C4H7NO in the gas phase from the OMol25 dataset. Energies are from ωB97M-V/def2-TZVPD.

HOMO = -0.365 Ha
charge = 0
orbital gap = 11.0 eV
LUMO level = 0.0384 Ha
ΔE to the lowest compared entry with this formula, charge and spin = 44.6 kcal/mol

Each line ends with the natural charge from an NBO analysis.
Positions of all 13 atoms, in Å:
C -0.21 -0.81 -0.25  -0.0544
O 1.18 1.93 0.32  -0.5618
H -1.35 -0.89 1.57  0.2189
H -0.29 -1.89 -0.33  0.2066
H 1.50 0.38 1.61  0.1207
H -2.15 0.01 0.25  0.2263
C 0.31 -0.07 -1.44  -0.2598
C 1.32 0.75 0.58  0.5411
H 0.00 0.96 -1.60  0.2203
H 0.58 -0.62 -2.34  0.2119
N 1.17 -0.31 -0.30  -0.4505
C -1.19 -0.19 0.74  -0.6479
H -0.87 0.76 1.19  0.2286


Here is 2 unconnected molecules or ions with the total composition C27H51NO4P from the OMol25 dataset. Energies are from ωB97M-V/def2-TZVPD.

HOMO = -0.430 Ha
charge = +1
orbital gap = 8.0 eV
LUMO level = -0.1348 Ha

Each line ends with the Löwdin charge.
Positions of all 84 atoms, in Å:
H -3.21 -2.85 0.12  0.1282
H -0.24 -3.76 -3.71  0.1020
C -1.39 -2.56 -0.95  -0.2639
H 1.95 -4.48 -3.36  0.0500
H 3.40 -2.05 -1.68  0.1263
H -3.68 -5.21 -3.43  0.0861
O -3.37 4.77 3.04  0.0335
H 3.14 5.52 4.46  0.1216
H 0.99 4.00 5.83  0.1186
H -1.10 -3.62 -0.86  0.1119
H 3.05 0.52 4.63  0.0698
H -0.26 1.29 0.75  0.1062
C -0.51 -2.71 -3.81  -0.2760
H 2.03 5.13 2.99  0.1077
C 4.21 0.56 4.46  -0.0477
H -3.53 -0.37 0.68  0.0627
H 3.08 -4.44 -4.70  0.0844
H 4.71 0.69 5.53  0.1072
C 2.91 -2.54 -3.69  -0.2636
O -2.97 2.24 2.85  -0.0094
O 5.87 1.44 2.69  -0.0467
H -2.61 2.00 0.42  0.0586
C -2.99 -3.35 -4.27  -0.2527
H -2.01 -4.85 -3.01  0.0573
H 3.99 2.64 0.87  0.1122
H 2.26 -2.17 -4.49  0.0866
H -1.26 -0.03 0.19  0.0803
C 2.33 4.76 4.07  -0.1676
H -2.00 -1.53 -4.82  0.1166
C -4.27 -0.56 -0.11  -0.0975
P -0.36 -1.91 -2.23  0.9992
H -1.14 5.81 4.97  0.1429
H 0.43 1.71 -1.67  0.1275
H 0.28 -2.26 -4.42  0.0891
C -0.40 5.13 4.32  -0.1412
C 0.16 0.72 -1.27  -0.2230
C 4.73 1.68 3.38  -0.3031
H 1.08 0.29 -0.88  0.0957
H 2.80 1.48 1.80  0.0989
H 3.69 -4.45 -3.04  0.0876
C 2.55 -1.89 -2.36  -0.2270
H -2.99 -0.61 -1.85  0.0699
H -5.08 -1.15 0.32  0.0884
H 2.49 -0.80 -2.51  0.1039
C -1.92 1.92 -0.43  -0.0899
C -0.36 -0.14 -2.43  -0.2632
H -3.49 -2.79 -3.49  0.0682
C 2.90 -4.06 -3.69  -0.0994
H 0.31 0.05 -3.28  0.1105
C -0.82 0.92 -0.12  -0.2526
H 3.49 3.15 5.19  0.1487
N 4.00 2.97 3.02  -0.1374
C -2.91 -2.56 -0.89  -0.2194
H 2.34 3.34 1.51  0.0926
C -0.83 2.31 4.12  0.0765
C -2.66 3.64 3.19  -0.1873
O -2.06 -0.04 3.46  -0.0041
H -0.21 5.72 3.31  0.1372
H -1.04 -2.12 -0.01  0.1011
H -1.46 -2.95 -5.69  0.1246
C 3.00 3.26 4.12  -0.2398
H 1.35 -1.98 -0.62  0.1018
H 1.32 -3.46 -1.52  0.1017
H -1.50 2.92 -0.61  0.0877
C 3.20 2.59 1.75  -0.1004
C -3.64 -1.28 -1.29  -0.2600
C 1.29 -2.37 -1.64  -0.2692
H 3.91 -2.20 -3.98  0.1182
H -1.33 0.21 -2.77  0.0917
H -3.28 -3.38 -1.51  0.0868
C 1.03 4.93 5.11  -0.1862
H 2.15 2.45 4.02  0.0874
H -4.47 -1.54 -1.97  0.1099
H -4.68 0.40 -0.43  0.0823
H 4.53 -0.53 4.09  0.1063
H -3.70 -3.36 -5.11  0.1201
H 1.22 5.95 5.71  0.1281
C -1.98 1.31 3.49  -0.1969
C -1.18 3.75 3.94  -0.0320
H -2.50 1.63 -1.31  0.0685
H -2.42 -5.41 -4.65  0.0850
C -1.74 -2.59 -4.70  -0.2210
C -2.75 -4.78 -3.82  -0.1006
H 0.13 1.90 4.64  0.1131


Here is a molecular structure, C2H7Cl2F6N3SSbV from the OMol25 dataset. Energies are from ωB97M-V/def2-TZVPD.

HOMO (alpha / beta) = -0.760 / -0.762 Ha
2S+1 = 2
charge = +3
orbital gap (alpha / beta) = 8.1 / 8.2 eV
LUMO level (alpha / beta) = -0.4626 / -0.4609 Ha
ΔE to the lowest compared entry with this formula, charge and spin = 3.0 kcal/mol
⟨S²⟩ = 0.762

Each line ends with the natural charge from an NBO analysis.
Positions of all 23 atoms, in Å:
F -4.54 0.02 0.21  -0.5774
C 1.76 -1.26 1.89  0.3684
N 2.24 -1.66 3.04  -0.6754
H 2.46 0.20 -0.75  0.4329
S 0.02 -1.14 1.71  0.1450
F -5.52 -2.29 -1.07  -0.5722
Sb -3.95 -1.45 -0.69  3.2101
H 2.23 -1.41 -1.03  0.4394
H -0.63 4.59 -2.28  0.2605
N 2.01 -0.64 -0.39  -0.6050
H 1.63 -1.86 3.81  0.4637
N 2.56 -0.93 0.88  -0.4026
V -0.17 -0.45 -0.41  1.2777
H 3.58 -0.95 0.96  0.4448
Cl 1.52 5.47 -2.31  0.5014
Cl -0.08 1.71 -0.67  -0.2532
F -3.31 -1.19 -2.38  -0.5892
H 3.24 -1.79 3.20  0.4526
H 0.07 5.01 -0.56  0.2587
F -2.06 -0.50 -0.25  -0.6036
F -0.13 -1.68 -1.56  -0.3593
F -3.13 -2.76 0.29  -0.5920
C 0.18 4.95 -1.64  -0.0251


Quick rundown of E_tot, same order as above: -3030.21190 -2396.29542 -286.56062 -1755.95911 -3345.67448 hartree